1.
C36H92N6O13 | ωB97M-V with the def2-TZVPD basis set

Last column: Mulliken charge in e.
Geometry (Å):
C 2.495 -3.133 -8.187  -1.347
C 1.503 -4.154 -7.760  0.429
C 1.884 -4.721 -6.356  -0.753
O 3.229 -5.281 -6.201  -0.369
C 3.552 -6.417 -7.049  -0.639
N 0.287 -3.394 -7.729  -0.742
H 3.569 -3.315 -8.152  0.338
H 2.504 -2.228 -7.580  0.336
H 2.191 -2.948 -9.218  0.318
H 1.469 -4.914 -8.540  0.402
H 1.239 -5.511 -5.971  0.393
H 1.864 -3.838 -5.718  0.336
H 4.573 -6.679 -6.773  0.238
H 3.493 -6.090 -8.088  0.258
H 2.885 -7.270 -6.927  0.289
H 0.074 -3.088 -6.791  0.234
H -0.348 -4.180 -7.735  0.279
C -3.984 -0.178 -13.759  -0.191
C -3.244 -0.947 -12.762  -0.430
O -2.000 -0.252 -12.501  -0.511
O -5.226 -0.807 -14.108  -0.536
H -3.419 -0.081 -14.686  0.256
H -4.268 0.809 -13.393  0.237
H -3.253 -2.007 -13.015  0.326
H -3.923 -1.126 -11.929  0.263
H -1.620 -0.443 -11.641  0.302
H -5.679 -1.177 -13.346  0.283
C -9.546 -0.413 -8.445  -0.649
O -8.879 -1.623 -8.799  -0.381
C -8.374 -2.223 -7.643  -0.581
C -9.254 -3.281 -7.061  -0.442
N -8.731 -4.194 -5.961  -0.476
C -8.294 -3.380 -4.812  -0.799
C -9.388 -2.459 -4.289  -0.470
O -10.661 -3.068 -4.296  -0.337
C -11.670 -2.266 -3.799  -0.727
H -9.907 0.115 -9.327  0.260
H -8.793 0.246 -8.013  0.296
H -10.346 -0.676 -7.752  0.230
H -7.919 -1.498 -6.969  0.341
H -7.452 -2.762 -7.863  0.368
H -9.528 -3.944 -7.882  0.365
H -10.239 -2.868 -6.844  0.258
H -9.503 -4.839 -5.871  0.326
H -7.348 -2.899 -5.062  0.288
H -8.166 -4.073 -3.981  0.452
H -9.222 -1.444 -4.650  0.330
H -9.114 -2.263 -3.253  0.517
H -11.459 -1.991 -2.765  0.303
H -12.627 -2.788 -3.783  0.235
H -11.748 -1.414 -4.473  0.294
C 10.975 -0.052 6.420  -0.644
O 10.852 -1.492 6.610  -0.415
C 10.558 -2.371 5.493  -0.499
C 9.061 -2.291 5.121  -0.409
N 8.705 -1.249 4.128  -0.254
C 7.300 -1.213 3.803  -0.717
C 6.848 -2.411 2.898  -0.504
O 7.270 -3.643 3.395  -0.231
C 6.771 -4.773 2.718  -0.799
H 10.077 0.514 6.668  0.230
H 11.305 0.232 5.421  0.304
H 11.639 0.219 7.241  0.260
H 10.865 -3.332 5.905  0.240
H 11.271 -2.043 4.736  0.323
H 8.570 -2.046 6.063  0.298
H 8.754 -3.332 5.020  0.291
H 9.212 -1.428 3.273  0.270
H 7.158 -0.349 3.155  0.336
H 6.747 -1.081 4.733  0.329
H 7.258 -2.426 1.888  0.337
H 5.769 -2.557 2.849  0.399
H 5.715 -4.826 2.980  0.326
H 7.316 -5.598 3.178  0.219
H 6.894 -4.705 1.637  0.310
C 4.526 7.598 1.544  -0.765
O 4.802 8.135 2.839  -0.308
C 5.029 9.509 2.853  -0.915
C 5.485 10.092 4.229  -0.252
N 6.893 9.809 4.308  -0.406
C 7.392 9.885 5.699  -0.703
C 6.849 8.896 6.692  -0.540
O 5.763 9.146 7.497  -0.338
C 5.665 10.384 8.174  -0.808
H 3.740 8.125 1.003  0.313
H 4.158 6.572 1.565  0.247
H 5.417 7.677 0.922  0.320
H 4.150 10.043 2.491  0.509
H 5.750 9.779 2.082  0.414
H 5.044 9.539 5.058  0.273
H 5.328 11.167 4.320  0.277
H 6.997 8.988 3.729  0.299
H 7.409 10.853 6.200  0.372
H 8.465 9.701 5.646  0.369
H 7.657 8.837 7.422  0.456
H 6.659 7.890 6.317  0.268
H 4.924 11.115 7.850  0.281
H 6.615 10.919 8.162  0.330
H 5.531 10.221 9.244  0.308
C -5.080 -3.482 1.249  -0.774
O -3.961 -3.034 0.473  -0.332
C -2.758 -2.759 1.101  -0.667
C -1.786 -1.934 0.267  -0.456
N -2.156 -0.492 -0.013  -0.329
C -1.224 0.383 -0.690  -0.756
C -0.858 -0.111 -2.105  -0.593
O -1.954 -0.435 -2.918  -0.318
C -2.435 0.517 -3.808  -0.784
H -5.657 -2.708 1.754  0.311
H -4.665 -4.052 2.080  0.318
H -5.794 -4.150 0.768  0.262
H -2.349 -3.703 1.461  0.371
H -3.044 -2.321 2.057  0.421
H -1.621 -2.412 -0.699  0.286
H -0.850 -1.891 0.824  0.328
H -3.094 -0.560 -0.382  0.275
H -0.303 0.561 -0.135  0.365
H -1.667 1.373 -0.794  0.371
H -0.225 -0.978 -1.919  0.373
H -0.172 0.595 -2.573  0.430
H -1.781 0.570 -4.679  0.305
H -2.386 1.556 -3.482  0.335
H -3.425 0.298 -4.207  0.257
C 1.216 1.947 7.309  -0.669
O 0.280 1.278 8.184  -0.375
C -1.064 1.541 7.745  -0.518
C -1.630 0.380 6.805  -0.504
N -2.171 -0.728 7.560  -0.342
C -3.641 -0.638 7.863  -0.781
C -4.211 -1.769 8.696  -0.397
O -5.575 -1.522 9.087  -0.324
C -5.849 -2.270 10.268  -0.695
H 2.241 1.926 7.679  0.262
H 1.124 3.011 7.092  0.300
H 1.112 1.345 6.406  0.257
H -1.068 2.610 7.533  0.476
H -1.641 1.519 8.670  0.180
H -0.790 0.136 6.154  0.380
H -2.334 0.727 6.049  0.371
H -2.185 -1.614 7.075  0.239
H -4.251 -0.480 6.974  0.354
H -3.682 0.313 8.394  0.320
H -3.497 -1.740 9.518  0.346
H -4.179 -2.641 8.042  0.277
H -5.514 -3.295 10.113  0.308
H -6.936 -2.260 10.348  0.255
H -5.328 -1.861 11.134  0.280

Its relative energy (zero: lowest compared OMol25 entry of this formula, charge and spin) is 795.4 kJ/mol. The frontier orbital gap is 8.649 eV. The HOMO energy comes out at -0.3070 Ha. Its SMILES is COC[C@H](C)N.COCCNCCOC.COCCNCCOC.COCCNCCOC.COCCNCCOC.COCCNCCOC.OCCO.

2.
C36H93N3O12 | ωB97M-V with the def2-TZVPD basis set

Last column: Mulliken charge in e.
Geometry (Å):
C -0.727 -10.121 -4.693  -0.667
O -1.849 -10.684 -3.987  -0.361
C -1.468 -11.732 -3.009  -0.587
C -0.883 -11.165 -1.718  -0.472
N -1.915 -10.337 -1.103  -0.423
C -1.389 -9.486 -0.019  -0.699
C -2.481 -8.546 0.508  -0.584
O -2.724 -7.603 -0.494  -0.337
C -3.580 -6.496 -0.119  -0.763
H -0.319 -10.830 -5.413  0.271
H 0.023 -9.820 -3.961  0.277
H -1.093 -9.197 -5.139  0.253
H -0.693 -12.362 -3.446  0.375
H -2.351 -12.305 -2.724  0.348
H -0.142 -10.417 -2.002  0.251
H -0.528 -11.923 -1.020  0.346
H -2.323 -9.715 -1.786  0.345
H -0.607 -8.838 -0.414  0.357
H -0.872 -10.018 0.779  0.425
H -2.202 -8.094 1.460  0.470
H -3.438 -9.048 0.654  0.336
H -4.241 -6.199 -0.933  0.244
H -2.927 -5.630 -0.004  0.259
H -4.152 -6.622 0.800  0.338
C 7.577 -8.404 1.389  -0.789
O 6.528 -7.472 1.556  -0.252
C 5.315 -7.915 2.091  -0.481
C 4.571 -6.692 2.511  -0.499
N 3.280 -7.102 3.132  -0.285
C 2.414 -6.081 3.699  -0.645
C 1.896 -5.048 2.653  -0.412
O 0.798 -4.297 3.243  -0.376
C 1.165 -3.592 4.450  -0.767
H 8.474 -7.839 1.139  0.261
H 7.339 -9.132 0.613  0.302
H 7.942 -8.932 2.270  0.319
H 5.441 -8.526 2.984  0.301
H 4.690 -8.449 1.375  0.328
H 4.294 -6.052 1.673  0.253
H 5.159 -6.112 3.221  0.260
H 3.422 -7.798 3.849  0.227
H 3.015 -5.637 4.492  0.377
H 1.562 -6.580 4.161  0.355
H 1.595 -5.511 1.713  0.378
H 2.655 -4.302 2.417  0.262
H 0.256 -3.076 4.759  0.245
H 2.002 -2.905 4.326  0.324
H 1.496 -4.214 5.282  0.311
C 5.806 6.966 1.928  -0.798
O 4.685 7.793 1.686  -0.318
C 4.031 7.379 0.490  -0.578
C 2.855 8.264 0.250  -0.712
N 3.297 9.641 0.033  -0.345
C 2.140 10.513 0.011  -0.565
C 2.624 11.926 0.187  -0.482
O 1.475 12.760 0.503  -0.302
C 1.686 14.144 0.854  -0.679
H 5.465 5.976 2.232  0.311
H 6.496 7.431 2.632  0.276
H 6.478 6.681 1.118  0.323
H 3.706 6.352 0.658  0.436
H 4.719 7.265 -0.348  0.377
H 2.262 8.232 1.164  0.333
H 2.141 7.945 -0.509  0.418
H 3.914 9.938 0.776  0.284
H 1.498 10.344 0.876  0.320
H 1.509 10.289 -0.849  0.281
H 3.171 12.219 -0.708  0.344
H 3.255 11.918 1.076  0.279
H 0.738 14.642 1.056  0.227
H 2.134 14.599 -0.029  0.290
H 2.334 14.213 1.728  0.279
C -10.114 1.410 2.584  -1.287
C -8.698 1.753 2.978  0.566
C -8.124 2.767 2.050  -1.249
O -8.615 2.023 4.321  -0.568
H -10.251 1.047 1.565  0.349
H -10.702 2.305 2.789  0.327
H -10.573 0.580 3.121  0.342
H -8.125 0.836 2.844  0.194
H -8.716 3.681 2.002  0.340
H -8.031 2.301 1.069  0.346
H -7.126 3.072 2.365  0.301
H -8.640 1.199 4.814  0.338
C 4.252 -0.799 -1.416  -1.202
C 5.374 -0.841 -0.343  0.465
C 6.478 -1.761 -0.841  -1.238
O 5.863 0.376 -0.068  -0.541
H 4.666 -0.337 -2.312  0.304
H 3.341 -0.233 -1.225  0.305
H 3.885 -1.797 -1.658  0.347
H 4.875 -1.165 0.570  0.206
H 7.296 -1.906 -0.135  0.319
H 6.933 -1.344 -1.739  0.318
H 6.191 -2.783 -1.085  0.363
H 6.205 0.824 -0.845  0.353
C -0.011 2.120 1.808  -1.323
C -0.836 2.494 0.572  0.738
C -1.778 1.457 -0.017  -1.308
O -1.609 3.671 0.768  -0.532
H 0.512 1.164 1.800  0.354
H -0.676 2.191 2.669  0.342
H 0.795 2.849 1.896  0.349
H -0.107 2.795 -0.181  0.104
H -1.315 0.492 -0.222  0.342
H -2.193 1.721 -0.990  0.327
H -2.576 1.307 0.710  0.312
H -1.240 4.072 1.558  0.290
C -5.781 -1.855 -5.344  -1.115
C -6.616 -2.170 -6.607  0.518
C -6.676 -3.682 -7.099  -1.299
O -7.923 -1.661 -6.335  -0.563
H -5.752 -2.718 -4.679  0.231
H -6.155 -1.039 -4.726  0.377
H -4.776 -1.541 -5.625  0.310
H -6.195 -1.510 -7.366  0.198
H -7.326 -3.843 -7.959  0.327
H -7.037 -4.386 -6.349  0.338
H -5.710 -4.117 -7.354  0.356
H -7.789 -0.723 -6.177  0.322
C 3.397 5.870 -7.129  -1.176
C 3.465 5.824 -5.614  0.558
C 2.867 4.523 -5.010  -1.341
O 4.796 6.038 -5.242  -0.568
H 3.769 6.805 -7.547  0.350
H 2.362 5.685 -7.416  0.327
H 4.093 5.131 -7.525  0.315
H 2.855 6.624 -5.194  0.177
H 3.440 3.663 -5.357  0.326
H 1.819 4.317 -5.228  0.363
H 2.908 4.420 -3.926  0.325
H 4.939 6.974 -5.401  0.344
C -3.646 6.632 4.702  -1.248
C -2.837 5.832 5.736  0.532
C -3.545 4.505 6.052  -1.226
O -1.529 5.536 5.333  -0.543
H -3.187 7.524 4.276  0.343
H -4.561 7.001 5.165  0.354
H -3.970 5.947 3.918  0.284
H -2.753 6.422 6.648  0.216
H -3.618 3.829 5.200  0.295
H -4.484 4.687 6.575  0.356
H -2.947 3.886 6.720  0.330
H -0.930 5.459 6.079  0.309

Its relative energy (zero: lowest compared OMol25 entry of this formula, charge and spin) is 247.5 kJ/mol. The frontier orbital gap is 8.811 eV. The HOMO energy comes out at -0.3125 Ha. Its SMILES is COCCNCCOC.COCCNCCOC.COCCNCCOC.CC(C)O.CC(C)O.CC(C)O.CC(C)O.CC(C)O.CC(C)O.

3.
C36H94N10O10 | ωB97M-V with the def2-TZVPD basis set

Last column: Mulliken charge in e.
Geometry (Å):
C -3.870 3.041 -0.191  -1.757
C -2.432 2.822 -0.630  1.227
C -1.410 3.626 0.140  0.046
O -1.911 4.941 0.205  -0.385
C -1.115 5.843 0.955  -0.765
N -2.088 1.375 -0.506  0.248
H -4.042 2.869 0.874  0.417
H -4.561 2.376 -0.720  0.409
H -4.280 4.020 -0.461  0.298
H -2.326 3.109 -1.683  -0.862
H -0.526 3.647 -0.515  0.097
H -1.200 3.259 1.147  0.192
H -1.719 6.741 1.037  0.350
H -0.209 6.035 0.359  0.275
H -0.791 5.440 1.920  0.195
H -2.939 0.831 -0.673  -0.445
H -2.041 1.218 0.507  0.326
C 0.743 3.416 6.550  -1.468
C 1.280 3.007 5.188  0.313
C 0.198 2.330 4.344  -0.651
O 0.606 1.449 3.326  -0.085
C 1.280 2.070 2.267  0.278
N 1.716 4.203 4.429  -0.540
H -0.029 4.184 6.433  0.325
H 1.523 3.701 7.253  0.375
H 0.189 2.631 7.084  0.383
H 2.135 2.337 5.299  0.367
H -0.549 3.054 3.994  0.245
H -0.312 1.670 5.058  0.263
H 0.704 2.859 1.761  -0.056
H 1.353 1.398 1.406  -0.479
H 2.247 2.494 2.528  0.349
H 2.572 4.618 4.775  0.234
H 0.990 4.908 4.449  0.223
C -3.703 8.253 -3.554  -1.646
C -2.963 7.074 -2.927  0.774
C -1.934 6.541 -3.917  -0.975
O -1.375 5.326 -3.451  0.165
C -1.452 4.215 -4.336  -0.612
N -2.322 7.434 -1.647  -0.546
H -4.432 8.651 -2.845  0.407
H -4.150 7.942 -4.494  0.386
H -3.043 9.120 -3.679  0.324
H -3.737 6.330 -2.708  0.058
H -1.112 7.260 -3.992  0.171
H -2.427 6.361 -4.879  0.472
H -0.994 3.399 -3.762  -0.219
H -0.699 4.330 -5.126  0.364
H -2.467 3.983 -4.650  0.539
H -1.935 6.570 -1.281  0.161
H -1.605 8.116 -1.869  0.308
C 0.600 -6.303 5.778  -1.462
C 0.308 -6.281 4.286  0.258
C 0.603 -4.958 3.608  0.397
O -0.427 -4.041 3.853  -0.459
C -0.257 -2.749 3.367  -0.497
N 1.077 -7.390 3.666  -0.729
H 0.079 -5.503 6.319  0.349
H 1.662 -6.174 6.002  0.305
H 0.162 -7.192 6.231  0.366
H -0.770 -6.475 4.241  0.336
H 0.757 -5.030 2.517  0.227
H 1.577 -4.638 4.014  -0.428
H 0.734 -2.350 3.626  0.272
H -0.995 -2.036 3.741  0.356
H -0.424 -2.657 2.281  0.157
H 2.040 -7.112 3.873  0.330
H 0.984 -7.272 2.661  0.239
C 3.082 -7.906 0.682  -1.399
C 4.185 -6.985 0.175  0.220
C 3.587 -5.642 -0.222  -0.172
O 4.640 -4.864 -0.807  -0.343
C 4.271 -3.992 -1.833  -0.681
N 5.200 -6.842 1.239  -0.699
H 2.202 -7.476 1.149  0.023
H 3.473 -8.618 1.414  0.483
H 2.770 -8.576 -0.128  0.409
H 4.782 -7.353 -0.658  0.371
H 3.155 -5.069 0.606  -0.079
H 2.851 -5.774 -1.027  0.590
H 3.218 -3.686 -1.877  0.122
H 4.389 -4.454 -2.826  0.371
H 4.886 -3.098 -1.760  0.283
H 6.010 -6.353 0.876  0.355
H 4.907 -6.363 2.084  0.185
C 0.023 -1.573 -3.113  -1.763
C 0.191 -0.513 -2.039  1.645
C 1.632 -0.418 -1.564  -0.350
O 2.035 -1.542 -0.792  -0.340
C 1.557 -1.478 0.537  -0.285
N -0.086 0.801 -2.652  -0.043
H -1.046 -1.776 -3.239  0.250
H 0.416 -2.547 -2.801  0.326
H 0.452 -1.302 -4.075  0.453
H -0.491 -0.698 -1.206  -0.282
H 1.712 0.474 -0.924  -0.369
H 2.325 -0.310 -2.396  0.257
H 1.508 -2.504 0.904  0.091
H 0.544 -1.091 0.691  0.211
H 2.294 -0.848 1.043  0.169
H -0.657 1.312 -1.969  -0.381
H -0.634 0.763 -3.502  0.269
C 4.171 -4.172 3.812  0.036
O 4.432 -5.202 4.385  -0.648
N 4.955 -3.525 2.934  0.393
C 6.309 -3.972 2.714  -1.108
C 4.535 -2.295 2.311  -1.043
H 3.258 -3.590 4.023  0.382
H 7.021 -3.276 3.185  0.337
H 6.535 -3.962 1.647  0.308
H 6.535 -4.908 3.211  0.392
H 3.664 -1.827 2.760  0.321
H 5.364 -1.587 2.257  0.341
H 4.297 -2.535 1.266  0.268
C -4.080 0.579 -3.773  0.681
O -3.791 -0.520 -4.201  -0.674
N -5.223 1.233 -4.111  0.139
C -5.376 2.639 -3.803  -0.776
C -6.384 0.538 -4.593  -1.090
H -3.473 1.173 -3.071  0.053
H -6.284 2.779 -3.204  0.332
H -5.643 3.122 -4.753  0.386
H -4.532 3.145 -3.358  -0.012
H -6.576 0.820 -5.630  0.335
H -6.185 -0.526 -4.498  0.333
H -7.270 0.733 -3.985  0.344
C 2.529 3.274 -4.633  0.110
O 2.090 3.846 -5.599  -0.588
N 2.357 3.646 -3.349  0.224
C 2.731 2.787 -2.260  -0.595
C 1.672 4.895 -3.022  -0.658
H 3.122 2.343 -4.689  0.298
H 3.287 3.293 -1.462  0.291
H 3.321 1.953 -2.625  0.340
H 1.817 2.439 -1.762  -0.018
H 2.192 5.393 -2.209  0.330
H 1.356 5.471 -3.879  0.379
H 0.734 4.483 -2.623  -0.074
C -4.005 -1.669 -1.080  0.687
O -4.344 -0.662 -0.484  -0.842
N -4.093 -2.905 -0.578  0.132
C -3.582 -4.067 -1.268  -0.867
C -4.764 -3.133 0.696  -0.905
H -3.566 -1.632 -2.089  -0.003
H -4.327 -4.813 -1.548  0.327
H -2.757 -4.478 -0.680  0.303
H -3.150 -3.761 -2.226  0.241
H -5.646 -3.732 0.467  0.329
H -4.084 -3.615 1.398  0.290
H -5.075 -2.188 1.130  0.246

Its relative energy (zero: lowest compared OMol25 entry of this formula, charge and spin) is 0.0 kJ/mol. The frontier orbital gap is 9.242 eV. The HOMO energy comes out at -0.3253 Ha. Its SMILES is COC[C@H](C)N.COC[C@H](C)N.COC[C@H](C)N.COC[C@H](C)N.COC[C@H](C)N.COC[C@H](C)N.CN(C)C=O.CN(C)C=O.CN(C)C=O.CN(C)C=O.